# 1
The following is a DFT calculation (wB97M-V/def2-TZVPD) of a 6-piece molecular cluster, C5H22NO6 overall in a non-equilibrium geometry.

The value obtained for the energy above the lowest of the compared OMol25 structures with the same formula, charge and spin is 0.0 kJ/mol. As for the HOMO energy: -13.24 eV. As for the total charge: +1.

Element x y z (Å)
C  1.233  1.899  -1.731
O  -0.183  1.994  -2.098
C  1.348  1.711  -0.212
C  1.439  0.226  0.224
C  1.086  0.046  1.686
C  1.680  0.676  2.686
N  0.014  -0.912  1.981
H  1.563  1.016  -2.284
H  1.718  2.806  -2.086
H  -0.305  2.490  -2.916
H  0.497  2.183  0.301
H  2.248  2.237  0.123
H  0.851  -0.421  -0.426
H  2.484  -0.134  0.106
H  2.444  1.428  2.496
H  1.437  0.565  3.722
H  -0.964  -0.672  1.532
H  -0.216  -0.972  2.975
H  0.295  -1.890  1.640
H  -2.037  -0.348  -3.017
H  -0.948  0.496  -2.293
O  -1.407  -0.376  -2.286
H  -2.277  -0.570  0.012
H  -2.529  0.632  0.989
O  -2.360  -0.346  0.955
H  0.672  -3.237  -0.021
H  0.518  -4.240  1.183
O  0.740  -3.333  0.955
H  -2.054  2.416  -0.250
H  -3.256  2.817  0.680
O  -2.446  2.300  0.631
H  -0.221  -2.276  -1.945
H  0.441  -3.606  -2.352
O  0.473  -2.908  -1.687

Atomic partial charges in e from the Löwdin method, atoms 1 to 8:
1. C -0.1751
2. O -0.1159
3. C -0.1500
4. C -0.1286
5. C -0.3025
6. C 0.1014
7. N 0.1740
8. H 0.1251


# 2
The following is a DFT calculation (wB97M-V/def2-TZVPD) of a 6-piece molecular cluster, C5H22NO7 overall in a non-equilibrium geometry.

The value obtained for the energy above the lowest of the compared OMol25 structures with the same formula, charge and spin is 0.0 kJ/mol. As for the HOMO energy: -13.73 eV. As for the total charge: +1.

Element x y z (Å)
O  2.064  -0.284  -1.521
C  1.848  0.593  -0.733
O  2.621  1.692  -0.653
C  0.641  0.738  0.145
C  -0.395  1.477  -0.730
C  -1.669  1.851  0.097
C  -1.354  2.600  1.403
N  0.166  -0.658  0.388
H  3.349  1.574  -1.283
H  0.735  1.275  1.081
H  -0.753  0.750  -1.455
H  -0.053  2.384  -1.195
H  -2.268  2.385  -0.631
H  -2.079  0.917  0.489
H  -1.085  1.913  2.204
H  -2.213  3.175  1.748
H  -0.591  3.373  1.266
H  0.885  -1.174  0.887
H  -0.093  -1.076  -0.529
H  -0.647  -0.669  1.006
H  0.892  1.183  -3.837
H  0.724  2.752  -3.723
O  0.531  1.903  -3.314
H  -0.285  -3.220  3.179
H  1.217  -2.915  3.046
O  0.346  -2.648  2.732
H  -2.606  -2.832  2.063
H  -3.429  -2.562  0.796
O  -2.745  -2.188  1.362
H  -1.734  -2.476  -1.388
H  -0.729  -2.273  -2.555
O  -1.078  -1.872  -1.752
H  2.835  -2.552  0.572
H  3.938  -1.534  0.287
O  3.012  -1.604  0.549

Atomic partial charges in e from the Löwdin method, atoms 1 to 8:
1. O 0.1154
2. C -0.5325
3. O 0.1408
4. C -0.1850
5. C -0.1459
6. C -0.2076
7. C -0.1012
8. N 0.2338


# 3
The following is a DFT calculation (wB97M-V/def2-TZVPD) of a 7-piece molecular cluster, C5H22NO8 overall in a non-equilibrium geometry.

The value obtained for the energy above the lowest of the compared OMol25 structures with the same formula, charge and spin is 145.6 kJ/mol. As for the HOMO energy: -5.73 eV. As for the total charge: -1.

Element x y z (Å)
C  2.229  1.618  -0.907
C  0.898  2.257  -0.574
N  -0.018  1.218  -0.139
C  -1.737  2.305  1.203
C  -1.455  1.540  -0.102
C  -2.117  0.122  -0.156
O  -1.864  -0.515  -1.215
O  -2.719  -0.281  0.848
H  3.014  2.290  -1.235
H  2.087  0.797  -1.607
H  2.574  1.188  0.037
H  0.971  3.004  0.222
H  0.443  2.807  -1.422
H  0.140  0.346  -0.626
H  -2.567  2.997  1.059
H  -2.157  1.563  1.879
H  -0.845  2.813  1.544
H  -1.741  2.059  -1.019
H  2.562  -1.602  2.330
H  1.892  -0.270  2.648
O  2.678  -0.788  2.857
H  -1.479  -2.829  0.831
H  -1.517  -2.097  -0.493
O  -1.080  -2.867  -0.060
H  0.382  -2.635  -1.087
H  1.380  -3.465  -1.836
O  1.344  -2.652  -1.304
H  -2.874  -1.885  2.182
H  -1.411  -1.698  2.607
O  -2.123  -2.347  2.576
H  3.367  -1.125  0.258
H  2.496  -2.385  0.039
O  3.301  -2.054  0.496
H  -1.597  0.142  -3.044
H  -1.109  1.588  -3.113
O  -1.349  0.842  -3.675

Atomic partial charges in e from the Löwdin method, atoms 1 to 8:
1. C -0.0881
2. C -0.3002
3. N -0.0524
4. C -0.0469
5. C -0.3006
6. C -0.6221
7. O -0.0729
8. O -0.0213


# 4
The following is a DFT calculation (wB97M-V/def2-TZVPD) of a 8-piece molecular cluster, C5H22O10 overall in a non-equilibrium geometry.

The value obtained for the energy above the lowest of the compared OMol25 structures with the same formula, charge and spin is 22.7 kJ/mol. As for the SMILES: C[C@H]1COC(=O)O1.CO.O.O.O.O.O.O. As for the HOMO energy: -10.32 eV. As for the total charge: 0.

Element x y z (Å)
C  2.430  3.180  -0.716
C  2.611  3.290  0.812
C  1.340  3.365  1.702
O  1.803  2.404  2.665
C  2.900  1.760  2.265
O  3.554  0.889  2.890
O  3.256  2.144  1.157
H  2.144  4.122  -1.184
H  1.621  2.485  -0.941
H  3.341  2.834  -1.206
H  3.325  4.109  0.892
H  0.454  3.029  1.162
H  1.319  4.389  2.074
C  1.677  -4.115  1.672
O  0.698  -5.114  1.344
H  2.669  -4.539  1.517
H  1.530  -3.180  1.131
H  1.581  -3.997  2.751
H  0.222  -5.442  2.110
O  -5.929  2.451  -1.363
H  -5.461  3.274  -1.222
H  -6.738  2.545  -0.859
O  2.410  -4.673  -3.076
H  1.864  -4.544  -2.300
H  2.221  -3.916  -3.631
O  -2.691  1.859  -3.913
H  -3.440  2.022  -3.340
H  -2.685  2.602  -4.517
O  -2.559  -1.018  4.877
H  -1.673  -1.016  5.238
H  -2.433  -0.957  3.930
O  -2.075  -1.026  0.388
H  -1.478  -1.637  -0.044
H  -1.950  -0.199  -0.077
O  -1.624  -2.580  -3.889
H  -1.986  -1.694  -3.909
H  -2.250  -3.106  -4.386

Atomic partial charges in e from the Löwdin method, atoms 1 to 8:
1. C -0.0150
2. C -0.3273
3. C -0.0299
4. O 0.0787
5. C -0.6213
6. O 0.0949
7. O 0.1411
8. H 0.0823